one | # C5H10N5

A molecular structure, C5H10N5 (wB97M-V/def2-TZVPD, OMol25).

Structure (ORCA input):
```
! wB97M-V def2-TZVPD RIJCOSX def2/J DEFGRID3
* xyz 1 1
H -0.215 -1.631 1.781
N 0.211 -1.041 1.080
H 3.818 -0.773 1.295
H -0.253 3.108 0.899
H -0.728 -3.025 -1.338
H -0.787 2.318 -0.616
H -1.557 -2.920 0.234
H 2.415 2.062 1.761
N 1.304 0.478 -0.523
N 1.980 1.450 1.089
C 1.027 1.617 0.175
H -2.021 -1.831 -1.102
H 0.536 3.483 -0.626
C -1.208 -2.366 -0.625
N 0.402 -0.405 -1.072
N 3.141 -0.726 0.547
C -0.116 -1.264 -0.117
C 2.318 0.170 0.468
H 0.648 -0.774 -1.982
C 0.069 2.679 -0.050
*
```

- orbital gap (eV) = 9.62
- HOMO energy (eV) = -13.87
- LUMO energy (eV) = -4.25

two | # C5H10N5

A gas-phase ion, C5H10N5 (charge +1) (wB97M-V/def2-TZVPD, OMol25).

Structure (ORCA input):
```
! wB97M-V def2-TZVPD RIJCOSX def2/J DEFGRID3
* xyz 1 1
N 3.145 0.620 -0.076
N -1.337 0.789 -0.201
C 1.713 0.395 -0.054
H 3.416 1.430 0.420
H -4.160 0.268 -1.344
H 1.622 2.357 0.061
C -0.426 1.769 0.054
C 0.913 1.580 -0.042
H -3.350 -1.378 0.810
H -4.471 -0.219 1.281
N -3.586 -0.070 -0.576
H 1.625 -2.583 -0.915
H 1.964 -2.490 0.783
H 3.753 -0.111 0.269
H 3.160 -1.872 -0.434
N -4.116 -0.774 0.509
C 2.060 -2.001 -0.218
H -0.754 2.698 0.217
C -2.405 0.385 -0.455
N 1.237 -0.792 -0.089
*
```

- orbital gap (spin up / spin down) (eV) = 7.65 / 7.65
- HOMO energy (spin up / spin down) (eV) = -12.46 / -12.46
- LUMO energy (spin up / spin down) (eV) = -4.81 / -4.81
- SMILES string = C/N=C(N)/C=C\[N+]#CNN

three | # C5H10N5

A molecular structure, C5H10N5 (wB97M-V/def2-TZVPD, OMol25).

Structure (ORCA input):
```
! wB97M-V def2-TZVPD RIJCOSX def2/J DEFGRID3
* xyz 1 1
C -0.181 0.480 0.571
H -1.926 1.215 1.786
H -1.136 2.382 0.418
H 2.865 -1.519 0.000
N 1.015 -1.512 -0.229
H -2.206 0.969 0.042
N 0.899 1.515 -1.551
H -2.258 -1.596 0.083
H 1.749 1.311 -2.059
C -1.385 -1.768 -0.416
C 1.824 0.413 0.518
H -1.683 -1.702 -1.557
N 0.924 1.045 -0.274
C -1.470 1.365 0.743
H 0.900 -0.473 2.288
C -0.133 -1.071 -0.007
H -1.145 -2.872 -0.266
N 2.188 -0.760 -0.152
H 0.313 2.317 -1.519
N 0.846 0.260 1.580
*
```

- orbital gap (spin up / spin down) (eV) = 8.32 / 8.32
- HOMO energy (spin up / spin down) (eV) = -13.57 / -13.57
- LUMO energy (spin up / spin down) (eV) = -5.25 / -5.25

four | # C5H10N5

A gas-phase ion, C5H10N5 (charge +1) (wB97M-V/def2-TZVPD, OMol25).

Structure (ORCA input):
```
! wB97M-V def2-TZVPD RIJCOSX def2/J DEFGRID3
* xyz 1 1
H -0.594 -1.871 0.568
H -0.840 -0.133 -1.150
N 0.002 1.382 0.010
H -3.970 -0.120 0.309
N 2.252 2.122 0.350
H 1.556 -3.107 0.625
H 1.523 -0.163 -1.714
N 2.019 -2.230 0.166
C -3.064 -0.116 -0.252
H -0.353 2.090 0.553
C 1.889 0.012 -0.649
C 1.307 -1.237 0.000
H -2.848 -0.463 -1.289
C -2.030 0.210 0.443
H 2.914 -0.077 -0.551
C 1.426 1.278 -0.006
N -0.047 -1.074 0.339
H 1.824 3.006 0.888
H -2.300 0.408 1.445
N -0.663 0.084 -0.087
*
```

- orbital gap (eV) = 10.64
- HOMO energy (eV) = -14.13
- LUMO energy (eV) = -3.49
- SMILES string = [H]/N=C1/C/C(=N/[H])N[NH+](C=C)N1

Most stable to least stable: one, two, four, three